Entry 1:
C17H23N3O4S | the ωB97M-V functional and the def2-TZVPD basis

Output
- Molar mass: 365.46 g mol⁻¹
- Total charge: 0
- Relative energy (zero: lowest compared OMol25 entry of this formula, charge and spin): 20.22 kcal per mole
- LUMO: 0.49 eV
- Kohn-Sham gap: 9.2052 eV

Last column: Löwdin charge in e.
Element x y z (Å)
C 0.88 -1.53 -4.37  -0.0975
C -0.58 -1.12 -4.54  -0.2202
C -1.35 -1.15 -3.22  -0.1411
N -0.85 -0.18 -2.27  0.0306
C -1.11 1.16 -2.24  -0.2873
C -2.01 1.88 -3.19  -0.0954
C -3.17 2.51 -2.42  -0.0844
C -4.09 1.45 -1.86  -0.5223
O -4.06 0.28 -2.12  0.1104
O -5.00 1.97 -1.02  0.1179
N -0.51 1.77 -1.25  0.1791
C 0.20 0.82 -0.59  -0.1984
C 1.02 0.91 0.53  0.0240
C 1.61 -0.26 0.96  -0.2839
S 2.66 -0.16 2.40  0.6833
O 3.12 -1.49 2.74  -0.2856
O 3.66 0.85 2.21  -0.2831
N 1.56 0.43 3.53  -0.2365
C 0.70 -0.61 4.05  -0.2007
C 1.41 -1.20 5.28  -0.1606
C 2.47 -0.14 5.65  -0.1578
C 2.19 1.03 4.70  -0.1985
C 1.41 -1.49 0.35  -0.0625
C 0.60 -1.60 -0.76  0.0003
C -0.01 -0.44 -1.23  -0.1517
H 0.95 -2.55 -3.99  0.0730
H 1.39 -0.87 -3.67  0.0725
H 1.40 -1.48 -5.32  0.0714
H -1.07 -1.80 -5.24  0.1106
H -0.62 -0.11 -4.96  0.1033
H -1.25 -2.14 -2.76  0.1268
H -2.41 -0.96 -3.38  0.1086
H -2.40 1.19 -3.94  0.1101
H -1.44 2.67 -3.67  0.1290
H -2.79 3.11 -1.59  0.1261
H -3.76 3.16 -3.06  0.1320
H -5.58 1.28 -0.67  0.1337
H 1.21 1.84 1.03  0.1244
H 0.53 -1.35 3.26  0.1116
H -0.26 -0.16 4.32  0.1233
H 0.71 -1.38 6.09  0.1035
H 1.90 -2.14 5.01  0.0999
H 2.40 0.16 6.70  0.1045
H 3.47 -0.53 5.47  0.1069
H 3.08 1.55 4.38  0.1091
H 1.48 1.74 5.14  0.1245
H 1.91 -2.35 0.76  0.1095
H 0.44 -2.55 -1.24  0.1075

***

Entry 2:
C26H37As2BCdF2O9S2Si2 | the ωB97M-V functional and the def2-TZVPD basis

Output
- Molar mass: 924.94 g mol⁻¹
- Total charge: -2
- Relative energy (zero: lowest compared OMol25 entry of this formula, charge and spin): 35.11 kcal per mole
- LUMO: 3.97 eV
- Kohn-Sham gap: 5.7070 eV

Last column: Löwdin charge in e.
Element x y z (Å)
Cd -0.77 -1.77 1.52  1.3837
C -4.49 -2.26 0.66  -0.2149
Si -4.20 -0.39 0.99  0.5561
C -4.51 -0.07 2.85  -0.2456
C -5.49 0.70 0.07  -0.3073
C -6.86 0.88 0.13  -0.1047
C -7.47 1.85 -0.65  -0.1171
C -6.71 2.63 -1.50  -0.1179
C -5.33 2.46 -1.57  -0.1053
C -4.72 1.51 -0.79  -0.3094
Si -2.90 0.93 -0.50  0.5921
C -2.24 0.19 -2.15  -0.2008
C -1.74 2.35 0.01  -0.2068
H -5.51 -2.55 0.92  0.0142
H -3.81 -2.86 1.26  0.0024
H -4.33 -2.51 -0.38  0.0150
H -5.53 -0.30 3.12  0.0197
H -4.32 0.98 3.08  -0.0048
H -3.84 -0.66 3.47  -0.0545
H -7.46 0.27 0.79  0.0947
H -8.54 2.00 -0.59  0.0887
H -7.20 3.39 -2.11  0.0884
H -4.75 3.08 -2.24  0.0956
H -3.01 0.12 -2.91  0.0192
H -1.85 -0.81 -1.96  -0.0167
H -1.42 0.79 -2.53  0.0073
H -2.05 3.30 -0.41  0.0192
H -0.73 2.14 -0.35  -0.0196
H -1.70 2.45 1.08  -0.0373
C -0.55 -3.30 -2.49  -0.0847
O -0.27 -2.28 -1.55  -0.2221
C 0.84 -2.58 -0.73  -0.5143
O 0.76 -3.75 -0.08  0.0722
C 1.73 -1.62 -0.51  -0.4219
C 2.91 -1.72 0.32  -0.4410
As 4.59 -1.84 -0.56  1.3286
C 4.09 -3.07 -2.05  -0.3080
C 4.33 -0.07 -1.47  -0.2983
C 3.28 0.77 -1.27  -0.3032
As 1.42 0.14 -1.32  1.3503
C 1.62 -0.42 -3.23  -0.2604
C 3.33 2.21 -1.36  -0.5413
O 2.48 2.82 -1.99  0.0496
O 4.28 2.94 -0.71  -0.0350
C 5.00 2.33 0.34  -0.0489
C 5.56 0.36 -2.07  -0.5537
O 6.65 -0.19 -1.95  0.0247
O 5.39 1.40 -2.95  -0.0563
C 6.54 1.82 -3.64  -0.0710
C 3.01 -0.94 1.47  -0.6290
O 4.03 -0.74 2.13  -0.0605
O 1.81 -0.32 1.81  -0.1970
C 1.86 0.54 2.93  -0.1180
H -1.53 -3.07 -2.92  0.0880
H -0.57 -4.27 -2.00  0.0883
H 0.20 -3.31 -3.29  0.0865
H 4.30 -4.10 -1.75  0.0063
H 4.68 -2.85 -2.94  0.0065
H 3.03 -2.99 -2.28  -0.0084
H 2.51 -1.03 -3.35  0.0108
H 1.71 0.47 -3.84  0.0173
H 0.74 -0.99 -3.54  0.0018
H 5.52 3.14 0.86  0.0921
H 5.74 1.60 -0.01  0.0870
H 4.33 1.82 1.04  0.0918
H 6.33 2.80 -4.06  0.0904
H 6.78 1.11 -4.44  0.0924
H 7.39 1.87 -2.96  0.0899
H 1.12 1.33 2.75  0.0371
H 2.87 0.96 3.01  0.0768
H 1.62 -0.01 3.84  0.0899
C -0.38 2.06 6.13  -0.1800
O -0.78 0.71 6.08  -0.2737
C -1.27 0.24 4.91  -1.4039
S -1.67 -1.38 4.95  0.4476
S -1.47 1.27 3.61  0.5462
H -0.07 2.25 7.16  0.0800
H -1.21 2.72 5.86  0.0554
H 0.45 2.24 5.45  0.0709
F -1.46 -4.44 0.44  0.0253
B -0.27 -3.84 0.94  -1.0856
F 0.17 -4.62 2.00  0.0786

***

Entry 3:
C24H25FO5S | the ωB97M-V functional and the def2-TZVPD basis

Output
- Molar mass: 444.52 g mol⁻¹
- Total charge: 0
- LUMO: -0.16 eV
- Kohn-Sham gap: 8.5199 eV

Last column: Löwdin charge in e.
Element x y z (Å)
C -1.26 -5.27 -0.60  -0.0479
C -1.51 -3.86 -0.35  -0.2894
C -2.79 -3.29 -0.63  -0.0038
C -3.26 -2.11 -0.35  -0.0789
C -2.37 -1.39 0.10  -0.1973
C -1.17 -1.76 0.57  0.0206
C -0.82 -3.10 0.37  -0.2303
C 0.68 -3.35 0.36  -0.1561
C 1.58 -2.30 -0.14  -0.5257
C 1.68 -1.80 -1.29  -0.1277
C 2.58 -0.58 -1.43  -0.0935
C 3.31 -0.50 -0.43  -0.4453
C 4.55 0.12 -0.24  -0.1883
C 5.37 0.26 1.03  -0.0207
C 6.41 1.01 1.07  -0.1414
C 6.60 1.98 0.39  -0.3426
C 5.92 2.00 -0.81  -0.0083
C 4.77 1.26 -0.97  -0.0625
H 4.29 1.55 -1.98  0.1416
H 6.07 3.00 -1.45  0.1691
F 7.67 2.84 0.36  0.0554
H 6.94 1.02 2.22  0.2170
H 5.14 -0.49 1.77  0.0805
S 2.82 -1.60 1.12  0.9722
H 2.79 -0.08 -2.61  0.2095
H 1.03 -2.01 -2.07  0.0994
H 0.94 -4.51 0.01  0.1702
H 0.89 -3.32 1.52  0.1286
H -0.48 -1.05 1.09  0.1581
C -2.70 0.19 0.56  -0.0842
O -4.10 0.47 0.74  0.0070
C -4.54 1.66 0.94  -0.5235
C -5.98 1.66 1.40  -0.0415
O -6.75 0.85 0.33  -0.0439
H -6.31 0.08 0.19  -0.0027
H -6.11 1.30 2.37  0.1031
H -6.38 2.64 1.28  0.1154
C -4.25 2.64 0.14  -0.3481
O -4.57 3.97 0.28  0.0366
H -4.39 4.64 -0.36  0.0946
C -2.70 2.43 -0.40  -0.2144
O -2.75 3.35 -1.49  -0.0872
H -1.83 3.04 -2.04  0.2017
C -2.44 0.90 -0.76  -0.3071
O -1.13 1.08 -1.17  -0.0911
H -0.57 0.03 -1.13  0.2273
H -2.90 0.53 -1.58  0.1312
H -2.01 2.77 0.28  0.1261
H -4.85 2.40 -1.08  0.2434
H -4.10 2.15 1.99  0.2252
H -2.10 0.68 1.27  0.1474
H -4.29 -1.69 -0.59  0.1779
H -3.49 -4.00 -1.13  0.1321
H -2.11 -5.88 -0.97  0.0937
H -0.41 -5.38 -1.32  0.0953
H -0.91 -5.70 0.41  0.1234

***

Entry 4:
C2H4BrCl | the ωB97M-V functional and the def2-TZVPD basis

Output
- Molar mass: 143.41 g mol⁻¹
- Total charge: 0
- Relative energy (zero: lowest compared OMol25 entry of this formula, charge and spin): 20.52 kcal per mole
- LUMO: 0.78 eV
- Kohn-Sham gap: 11.0820 eV

Last column: Löwdin charge in e.
Element x y z (Å)
C -0.85 0.30 0.35  -0.1425
C 0.55 -0.28 -0.45  -1.1016
Cl 1.00 -1.82 0.34  0.5079
Br 1.98 1.05 -0.21  0.5789
H -0.61 0.31 1.42  0.0517
H -0.86 1.32 -0.08  0.0517
H -1.51 -0.54 0.07  0.0606
H 0.30 -0.35 -1.44  -0.0067

***

Entry 5:
C23H16IIrN3S2 | the ωB97M-V functional and the def2-TZVPD basis

Output
- Spin multiplicity: 6
- Molar mass: 717.66 g mol⁻¹
- Total charge: +2
- LUMO (spin up / spin down): -6.11 / -9.32 eV
- Kohn-Sham gap (spin up / spin down): 6.9054 / 5.0456 eV

Last column: Mulliken spin population.
Element x y z (Å)
Ir 0.76 -0.47 -0.34  2.7051
C -1.65 -3.73 1.59  0.0132
C -1.43 -4.78 0.68  0.0154
C -0.72 -4.57 -0.48  0.0086
C -0.36 -3.23 -0.79  0.0387
N -0.60 -2.22 0.07  0.1013
C -1.22 -2.45 1.22  0.0301
C 0.50 -2.92 -2.01  0.1005
C 0.56 -3.69 -3.11  -0.0293
C 1.56 -3.37 -4.06  0.1951
C 2.35 -2.25 -3.94  -0.0125
C 2.14 -1.33 -2.93  0.0977
C 1.23 -1.67 -1.90  0.3376
H -2.21 -3.83 2.48  0.0009
H -1.70 -5.80 0.87  0.0002
H -0.44 -5.36 -1.23  0.0019
H -1.35 -1.61 1.86  -0.0019
H -0.08 -4.59 -3.28  0.0045
H 1.79 -4.08 -4.84  0.0028
H 3.21 -2.04 -4.63  0.0014
H 2.75 -0.41 -2.88  0.0123
S 2.03 -0.76 1.75  0.5407
C 0.82 0.13 2.54  -0.0233
N 0.03 0.91 1.79  0.1475
C -0.58 1.80 2.55  0.1702
C -1.60 2.71 2.27  0.0190
C -2.13 3.51 3.23  0.0509
C -1.76 3.43 4.62  0.2104
C -0.78 2.49 4.99  -0.0512
C -0.38 1.63 4.01  0.1690
S 0.68 0.28 4.29  0.0001
H -1.92 2.85 1.24  -0.0015
H -2.75 4.33 2.89  0.0019
H -2.14 4.12 5.41  0.0019
H -0.57 2.55 6.02  0.0054
I 1.59 5.67 0.01  0.0025
C 0.98 3.96 -1.03  0.0073
C 0.48 4.13 -2.30  0.0082
C 0.04 2.99 -3.05  0.0073
C 0.09 1.74 -2.46  0.0041
N 0.65 1.59 -1.23  0.1168
C 1.04 2.67 -0.55  -0.0038
H 0.45 5.11 -2.74  0.0006
H -0.37 3.15 -4.06  0.0013
H -0.38 0.89 -2.97  -0.0136
H 1.37 2.52 0.47  0.0047

***

Entry 6:
C3H10N2O2 | the ωB97M-V functional and the def2-TZVPD basis

Output
- Molar mass: 106.12 g mol⁻¹
- Total charge: 0
- Relative energy (zero: lowest compared OMol25 entry of this formula, charge and spin): 112.43 kcal per mole
- LUMO: 0.75 eV
- Kohn-Sham gap: 8.7681 eV

Last column: Löwdin charge in e.
Element x y z (Å)
C -0.22 1.24 1.30  -0.0464
C 0.10 1.00 -0.15  -0.4562
O -0.16 1.79 -1.04  -0.0143
C 1.66 0.22 -0.32  -0.1631
O 1.91 -1.16 -0.57  -0.0966
H 0.22 0.46 1.93  0.0741
H -1.30 1.26 1.44  0.0807
H 0.19 2.20 1.60  0.0925
H 2.11 0.41 0.66  0.0961
H 2.35 0.77 -0.98  0.1118
H 1.62 -1.31 -1.49  0.0826
N -1.19 -0.72 -0.88  -0.0777
N -1.52 -1.46 0.29  -0.0401
H -0.13 -0.71 -1.18  0.1034
H -1.90 -0.08 -1.26  0.1039
H -2.53 -1.48 0.45  0.0772
H -1.21 -2.43 0.19  0.0722

***

- molar mass of number 3 (C24H25FO5S)?
  444.52 g mol⁻¹